Record 1
C8H28INO7 as an isolated structure, computed with wB97M-V/def2-TZVPD.

Each line ends with the Mulliken charge.
Positions of all 45 atoms, in Å:
N  -1.007  -2.781  -0.664  -0.28
H  -0.413  -3.265  -1.322  0.39
H  -1.864  -2.626  -1.175  0.39
H  -0.672  -1.862  -0.409  0.13
H  -1.130  -3.307  0.189  0.41
I  -0.080  -0.170  -0.140  -0.39
C  -1.985  2.459  2.978  -1.36
C  -1.251  1.931  1.785  -0.10
O  -1.923  0.839  1.265  -0.72
H  -1.999  1.734  3.791  0.28
H  -3.069  2.502  2.870  0.31
H  -1.612  3.381  3.424  0.38
H  -0.211  1.799  2.084  0.28
H  -1.252  2.598  0.923  0.39
H  -1.326  0.408  0.649  0.35
C  -0.010  1.233  -3.161  0.16
C  -0.024  2.455  -4.155  -0.66
O  1.073  3.374  -3.973  -0.54
O  -0.491  1.650  -1.903  -0.50
H  0.984  0.807  -3.020  -0.01
H  -0.454  0.380  -3.676  0.27
H  -0.887  3.119  -4.130  0.30
H  0.119  2.108  -5.178  0.32
H  1.008  3.630  -3.050  0.31
H  -0.540  0.858  -1.363  0.36
C  3.032  -0.137  -1.736  -0.44
C  2.267  -1.490  -1.428  -0.28
O  2.399  -1.791  0.004  -0.56
O  3.281  0.110  -3.155  -0.60
H  4.078  -0.183  -1.434  0.38
H  2.624  0.731  -1.219  0.31
H  2.972  -2.196  -1.867  0.41
H  1.275  -1.614  -1.863  0.07
H  1.689  -1.291  0.413  0.39
H  3.519  0.988  -3.462  0.32
C  -1.193  -1.343  4.128  -0.66
C  -0.140  -1.769  3.171  -0.27
O  -0.455  -2.037  1.826  -0.50
O  -2.302  -2.230  4.198  -0.58
H  -1.582  -0.488  3.576  0.37
H  -0.716  -1.137  5.086  0.38
H  0.295  -2.666  3.612  0.27
H  0.581  -0.972  2.990  0.27
H  -0.011  -1.427  1.233  -0.08
H  -2.596  -2.312  3.288  0.35

Forces on atoms 1 to 2 (eV/Å):
N -1.69 -3.83 -1.55
H 0.65 -0.15 0.08

Output
Energy above the lowest of the compared OMol25 structures with the same formula, charge and spin = 209.67 kcal per mole
Total energy = -1200.3640 hartree
E_LUMO = -0.5 eV
Strongest force on any atom = 8.35 eV Å⁻¹
HOMO-LUMO gap = 8.20 eV

Record 2
C6H8IO3S as an isolated structure, computed with wB97M-V/def2-TZVPD.

Each line ends with the Mulliken charge.
Positions of all 19 atoms, in Å:
C  -1.818  0.374  1.236  -1.46
C  -1.424  0.429  -0.120  0.69
C  -1.050  1.779  -0.517  0.22
C  1.779  0.234  1.112  -0.40
C  -1.057  -0.629  -0.882  -1.23
C  1.152  0.421  2.217  -0.54
O  1.142  3.595  -0.852  -0.48
O  -1.247  2.802  0.178  -0.61
O  -0.624  5.115  -1.616  -0.50
S  0.060  4.497  -0.454  0.73
I  3.427  -1.317  1.104  -0.20
H  -2.270  -0.475  1.783  0.27
H  -1.917  1.291  1.773  0.35
H  1.756  0.621  0.169  0.59
H  -1.060  -0.737  -1.909  0.34
H  -0.707  -1.563  -0.499  0.27
H  1.130  0.004  3.203  0.29
H  0.322  1.127  2.155  0.19
H  -0.403  2.033  -1.358  0.49

Forces on atoms 1 to 2 (eV/Å):
C -0.83 -0.53 -0.13
C -0.53 1.40 2.65

Output
Energy above the lowest of the compared OMol25 structures with the same formula, charge and spin = 93.82 kcal per mole
Total energy = -1154.9185 hartree
Net charge = -1
E_LUMO (spin up / spin down) = 2.6 / 2.6 eV
Strongest force on any atom = 4.19 eV Å⁻¹
HOMO-LUMO gap (spin up / spin down) = 5.24 / 5.16 eV

Record 3
A 2-piece molecular cluster, C4H10N2O2 overall, computed with wB97M-V/def2-TZVPD.

Each line ends with the Mulliken charge.
Positions of all 18 atoms, in Å:
O  -2.758  0.036  0.359  -0.64
C  -1.995  -0.540  1.148  0.61
N  -0.933  -1.212  0.772  -0.34
C  -2.341  -0.420  2.681  -0.88
H  -0.311  -1.675  1.440  0.20
H  -0.734  -1.261  -0.230  0.21
H  -3.110  -1.165  2.949  0.25
H  -2.777  0.588  2.785  0.25
H  -1.499  -0.514  3.386  0.33
O  0.845  -0.672  -2.308  -0.60
C  1.642  0.150  -1.958  0.61
N  2.675  -0.221  -1.183  -0.44
C  1.442  1.626  -2.063  -0.87
H  2.898  0.489  -0.480  0.23
H  2.787  -1.213  -0.961  0.24
H  0.368  1.873  -2.015  0.26
H  1.831  1.940  -3.046  0.24
H  1.969  2.193  -1.278  0.35

Forces on atoms 1 to 2 (eV/Å):
O 1.10 -0.86 0.69
C -3.06 2.09 1.09

Output
Energy above the lowest of the compared OMol25 structures with the same formula, charge and spin = 18.63 kcal per mole
Total energy = -418.4313 hartree
SMILES = CC(N)=O.CC(N)=O
E_LUMO = 0.5 eV
Strongest force on any atom = 3.87 eV Å⁻¹
HOMO-LUMO gap = 10.00 eV

Record 4
One molecule with the formula CH2O2S, computed with wB97M-V/def2-TZVPD.

Each line ends with the Mulliken charge.
Positions of all 6 atoms, in Å:
C  -1.571  -0.167  -0.297  0.12
O  -2.685  -0.366  -0.719  -0.39
O  0.687  1.022  -0.167  -0.44
S  -0.818  1.434  0.322  0.06
H  -0.936  -0.947  -0.039  0.31
H  1.168  0.865  0.643  0.35

Forces on atoms 1 to 2 (eV/Å):
C -2.86 1.88 0.35
O 1.48 0.83 0.39

Output
Energy above the lowest of the compared OMol25 structures with the same formula, charge and spin = 40.72 kcal per mole
Total energy = -587.9219 hartree
SMILES = O=CSO
E_LUMO = 0.0 eV
Strongest force on any atom = 3.44 eV Å⁻¹
HOMO-LUMO gap = 9.71 eV

Record 5
C16H24AsCaF9N2O17 as an isolated structure, computed with wB97M-V/def2-TZVPD.

Each line ends with the Mulliken charge.
Positions of all 70 atoms, in Å:
Ca  0.609  0.648  0.648  2.10
As  -0.189  1.375  4.610  1.82
F  -0.745  3.067  4.172  -0.50
F  1.543  1.885  4.332  -0.50
F  0.470  -0.186  5.203  -0.50
F  -1.939  0.801  4.656  -0.54
F  -0.172  0.863  2.881  -0.06
F  -0.314  1.977  6.317  -0.54
C  3.630  -0.210  1.009  -0.18
O  2.810  -0.514  -0.206  0.04
O  2.813  0.681  1.827  -0.73
C  4.287  -1.480  1.588  0.73
F  5.282  -1.942  0.896  -0.31
F  4.727  -1.107  2.844  -0.29
F  3.426  -2.443  1.752  -0.21
C  3.604  -0.336  -1.418  -0.45
C  2.786  -1.150  -2.485  -1.06
H  1.892  -0.580  -2.737  0.12
H  3.420  -1.196  -3.370  0.47
H  2.429  -2.132  -2.172  0.24
H  4.625  -0.715  -1.445  0.43
H  3.731  0.619  -1.928  0.21
H  4.411  0.507  0.757  0.38
N  0.936  3.983  1.950  0.58
O  1.803  4.208  2.754  -0.74
O  -0.085  4.622  1.800  -0.65
O  1.009  2.908  1.405  -0.33
N  -2.536  1.523  1.442  0.74
O  -3.182  1.080  2.313  -0.64
O  -1.743  0.831  0.791  -0.55
O  -2.339  2.762  1.524  -0.63
C  -3.537  -3.540  1.060  -0.99
C  -2.424  -3.387  2.147  0.37
C  -1.312  -4.409  2.024  -0.50
O  -0.119  -3.739  2.251  -0.39
C  -0.311  -2.402  1.952  0.33
O  0.506  -1.469  1.911  -0.32
O  -1.588  -2.227  1.808  -0.15
H  -4.279  -4.156  1.567  0.47
H  -3.301  -4.058  0.131  -0.02
H  -4.052  -2.601  0.857  0.31
H  -2.888  -3.510  3.126  0.26
H  -1.417  -4.866  1.039  0.12
H  -1.400  -5.255  2.705  0.33
C  -2.472  -4.361  -2.793  -1.36
C  -1.351  -3.497  -3.226  0.33
C  -1.672  -2.230  -4.071  -0.50
O  -0.984  -1.277  -3.275  -0.29
C  -0.729  -1.701  -2.031  0.06
O  -0.340  -0.944  -1.126  0.16
O  -1.014  -3.013  -1.894  -0.18
H  -3.391  -3.787  -2.671  0.34
H  -2.244  -4.854  -1.848  0.19
H  -2.730  -5.246  -3.374  0.44
H  -0.465  -4.022  -3.583  0.34
H  -2.745  -2.084  -3.955  0.30
H  -1.370  -2.223  -5.118  0.31
C  -1.299  5.958  -2.314  -1.43
C  -0.015  5.037  -2.437  0.45
C  1.025  5.294  -1.381  -0.46
O  1.595  3.967  -1.303  -0.29
C  0.686  3.065  -1.679  0.17
O  0.658  1.858  -1.341  -0.40
O  -0.216  3.647  -2.414  -0.32
H  -1.143  6.982  -1.974  0.37
H  -2.117  5.541  -1.727  0.34
H  -1.629  6.147  -3.335  0.39
H  0.623  5.321  -3.274  0.24
H  0.630  5.729  -0.462  0.21
H  1.831  5.963  -1.682  0.32

Forces on atoms 1 to 2 (eV/Å):
Ca 0.63 0.99 1.91
As 0.27 2.20 -0.59

Output
Energy above the lowest of the compared OMol25 structures with the same formula, charge and spin = 0.00 kcal per mole
Total energy = -5824.7996 hartree
Net charge = -2
E_LUMO = 3.2 eV
Strongest force on any atom = 6.53 eV Å⁻¹
HOMO-LUMO gap = 4.47 eV

Record 6
A 2-piece molecular cluster, C5H13N3 overall, computed with wB97M-V/def2-TZVPD.

Each line ends with the Mulliken spin population.
Positions of all 21 atoms, in Å:
C  2.453  0.210  0.407  0.00
C  2.221  -0.787  1.296  0.00
N  2.092  -0.541  2.723  0.00
N  2.690  0.050  -1.019  0.00
H  2.387  1.234  0.719  0.00
H  2.144  -1.823  1.012  0.00
H  2.923  -0.782  3.231  0.00
H  1.320  -1.108  3.125  0.00
H  3.437  0.672  -1.312  0.00
H  1.824  0.286  -1.589  0.00
C  -3.063  1.908  -0.417  0.40
C  -2.665  0.823  -1.145  0.08
N  -2.380  -0.413  -0.564  0.43
C  -1.189  -1.077  -1.031  0.01
H  -3.304  1.708  0.638  0.02
H  -3.330  2.872  -0.816  0.02
H  -2.582  0.856  -2.218  0.00
H  -2.310  -0.279  0.425  -0.02
H  -1.201  -2.107  -0.641  0.00
H  -1.217  -1.117  -2.125  0.00
H  -0.250  -0.586  -0.700  0.03

Forces on atoms 1 to 2 (eV/Å):
C -0.66 -0.95 0.03
C 0.30 1.04 -0.02

Output
Energy above the lowest of the compared OMol25 structures with the same formula, charge and spin = 42.73 kcal per mole
Total energy = -362.1959 hartree
Net charge = +1
Spin multiplicity = 2
E_LUMO (spin up / spin down) = -4.1 / -8.1 eV
Strongest force on any atom = 4.38 eV Å⁻¹
Expectation value of S² = 0.7727
HOMO-LUMO gap (spin up / spin down) = 7.63 / 3.67 eV